[1]
Computed, not measured: a structure of composition C20H35Cl2GaN4O3S, with ωB97M-V/def2-TZVPD.

Last column: Mulliken charge in e.
CARTESIAN COORDINATES (ANGSTROEM)
O -1.4755 -1.4431 -2.1827  -0.55
C -1.1432 -0.5752 -2.9555  0.07
C 0.1586 -0.5417 -3.7206  0.51
C 1.2582 -1.3536 -3.3753  0.29
H 1.3291 -1.7193 -2.3478  0.17
C 2.1823 -1.7357 -4.3464  -0.90
H 2.9629 -2.4485 -4.0664  0.39
C 2.0262 -1.2760 -5.6559  -0.28
H 2.7254 -1.5877 -6.4287  0.35
C 0.9853 -0.4093 -6.0172  -0.78
H 0.8214 -0.0841 -7.0501  0.38
C 0.0721 -0.0151 -5.0399  -0.03
H -0.7828 0.6456 -5.2488  0.34
H -1.6332 0.4684 -3.1850  -0.10
C -1.7470 2.4605 -2.0825  -1.87
C -0.3640 1.9258 -1.7289  1.52
H -1.5578 2.9539 -3.0585  0.56
H -2.0162 3.1905 -1.3155  0.43
H -2.5652 1.7362 -2.1936  0.32
C 0.6804 2.2165 -2.5191  -0.76
C 0.9954 3.6470 -2.7558  -1.70
H 1.3010 1.5073 -3.0947  0.48
H 1.0868 3.8658 -3.8357  0.42
H 1.9444 3.9289 -2.2783  0.33
H 0.2042 4.3132 -2.3288  0.33
Ga 0.1567 1.7329 0.0654  0.43
Cl 1.8717 0.4374 -0.6422  -0.44
Cl 0.0988 3.8844 0.8970  -0.49
C 1.5199 1.1595 2.4357  0.03
O 0.4318 0.8051 1.8530  -0.34
N 1.6608 1.2532 3.7517  0.33
C 0.5144 1.1173 4.6684  -1.05
C 2.8509 1.9165 4.2748  -0.89
H 2.3880 1.4404 1.8355  0.28
H -0.3342 0.6892 4.1158  0.27
H 0.2339 2.0994 5.1000  0.32
H 0.7913 0.4612 5.5131  0.36
H 3.5739 1.9505 3.4639  0.31
H 3.2434 1.3408 5.1151  0.31
H 2.6012 2.9335 4.6009  0.32
H -4.6792 1.2436 2.1484  0.32
H -5.4316 -1.0264 0.8179  0.35
C -4.3244 1.5257 1.1456  -0.96
C -4.9338 -0.5556 -0.0355  -1.00
N -3.8781 0.3381 0.4139  0.23
H -3.5081 2.2480 1.2319  0.24
C -2.5878 0.0566 0.2459  0.22
O -1.6850 0.8911 0.5441  -0.47
H -4.5503 -1.3340 -0.6931  0.31
H -2.3425 -0.9578 -0.1402  0.33
H -5.1698 1.9583 0.5985  0.33
H -5.6876 0.0223 -0.5771  0.32
C 2.3293 -4.7446 2.2593  -0.99
N 2.1229 -3.4819 1.5451  -0.28
C 0.8976 -2.8707 1.5696  0.31
S 0.1355 -2.3393 0.1448  -0.15
N 0.3104 -2.7114 2.7886  -0.22
C 1.0642 -2.5905 4.0449  -0.79
H 1.7936 -4.7574 3.2082  0.39
H 3.4072 -4.8600 2.4417  0.29
H 2.0072 -5.6003 1.6426  0.29
H 2.5035 -3.4865 0.5948  0.28
H -0.5585 -2.1848 2.7269  0.25
H 0.8662 -1.6170 4.4817  -0.05
H 0.7186 -3.3536 4.7390  0.36
H 2.1292 -2.7034 3.8762  0.42

Calculated values
DFT total energy ... -121665.6694 eV
Total charge ... 0
Maximum force ... 3.2 eV/A



[2]
Computed, not measured: a cluster of 2 separate species, C5H12N4 in total, with ωB97M-V/def2-TZVPD.

Last column: Mulliken charge in e.
CARTESIAN COORDINATES (ANGSTROEM)
H 3.2448 -1.7745 0.6993  0.27
N 3.0796 -0.9222 0.1666  -0.69
C 2.1733 -0.1800 0.6364  0.78
C 1.2429 -0.4227 1.7848  -0.81
C 1.8772 1.0530 -0.0593  0.21
N 1.8340 2.1600 -0.3876  -0.47
H 1.3109 0.4010 2.4951  0.30
H 0.2204 -0.4037 1.3886  0.10
H 1.4729 -1.3706 2.2686  0.35
C -1.5995 1.3498 -0.2957  -1.04
N -1.0348 0.0107 -0.4105  0.43
C -0.6646 -0.2801 -1.7908  -1.20
N -2.1240 -1.0053 -0.0277  -0.70
H -1.8834 1.5245 0.7419  0.32
H -2.4585 1.5008 -0.9577  0.30
H -0.8335 2.0755 -0.5626  0.37
H -0.2487 -1.2865 -1.8370  0.33
H 0.1133 0.4188 -2.0945  0.37
H -1.5073 -0.1809 -2.4831  0.35
H -1.7362 -1.9371 -0.1606  0.21
H -2.4787 -0.7305 0.8859  0.22

Calculated values
Energy relative to the best compared isomer or geometry (same formula, charge and spin) ... 2.6212 eV
DFT total energy ... -11337.6000 eV
Total charge ... 0
Maximum force ... 2.6 eV/A



[3]
Computed, not measured: a cluster of 4 separate species, C2H13NO3S in total, with ωB97M-V/def2-TZVPD.

Last column: Mulliken charge in e.
CARTESIAN COORDINATES (ANGSTROEM)
N -0.7480 0.7479 1.1708  -0.58
C -0.5948 -0.2939 0.1313  -0.29
C -0.0671 -1.5429 0.7967  -0.62
S 0.3253 -2.9487 -0.3576  -0.29
H -0.7779 1.6145 0.6486  0.26
H -1.6208 0.6668 1.6677  0.23
H 0.1912 -0.0373 -0.5699  0.19
H -1.5529 -0.3642 -0.3829  0.34
H 0.8631 -1.3153 1.3088  0.29
H -0.7766 -1.9813 1.4984  0.34
H 1.6242 -2.9229 -0.0344  0.15
O -0.2971 2.4667 -1.7858  -0.62
H 0.0969 1.6422 -2.0647  0.34
H 0.0831 3.1814 -2.2833  0.30
O 1.4557 0.6216 3.1903  -0.68
H 0.5858 0.7044 2.7764  0.38
H 1.6943 1.5109 3.4083  0.30
O -0.2139 -0.2661 -2.8140  -0.58
H -0.5274 -0.3973 -3.7130  0.26
H 0.2571 -1.0863 -2.5918  0.29

Calculated values
Energy relative to the best compared isomer or geometry (same formula, charge and spin) ... 0.1357 eV
DFT total energy ... -20752.7105 eV
Total charge ... 0
Maximum force ... 1.2 eV/A



[4]
Computed, not measured: a structure of composition C55H42ErF3N11O2Te, with ωB97M-V/def2-TZVPD.

Last column: Mulliken charge in e.
CARTESIAN COORDINATES (ANGSTROEM)
Er 0.5251 -0.4338 0.8183  1.11
C -1.0945 3.8255 -4.3594  -0.66
C -2.4474 3.6309 -3.9567  -0.75
C -2.6601 2.9853 -2.7824  -0.36
C -1.5986 2.4984 -2.0287  0.61
C -1.5637 1.8019 -0.7950  -0.59
N -0.2696 1.6120 -0.4205  1.52
C 0.5256 2.2822 -1.2584  -1.76
N 1.8652 2.5667 -0.9467  -0.44
C 2.3015 2.4211 0.2396  -0.77
C 3.7273 2.5821 0.5285  0.76
C 4.7269 3.1634 -0.3038  0.00
C 6.0178 3.1912 0.2223  -0.67
C 6.2972 2.5699 1.4671  -0.68
C 5.2879 2.0487 2.2630  -0.73
C 4.0052 2.0996 1.7994  -0.15
C 2.8018 1.5235 2.4201  0.63
N 2.6609 1.1438 3.6332  -0.81
C 1.3373 0.8077 3.9592  -0.26
N 0.5347 0.2499 3.0981  1.53
C -0.7964 0.5978 3.3268  -1.71
N 0.8424 2.8517 2.1222  -1.71
C -0.3776 2.5371 2.2368  0.15
N -1.0494 1.2824 1.9633  1.01
C -2.3162 1.7448 1.4557  0.05
N -2.5539 1.9050 0.1804  -0.34
C -2.6672 2.9736 2.2438  0.06
C -3.8286 3.6643 2.4765  -0.83
C -3.7346 4.8598 3.2318  -0.58
C -2.4792 5.3990 3.5728  -0.77
C -1.2908 4.7056 3.2548  -0.41
C -1.4312 3.4773 2.6510  0.22
C -0.7988 1.2811 4.6157  0.51
C -1.8285 1.7391 5.4530  -0.28
C -1.4818 2.0465 6.8006  -0.91
C -0.1152 2.0221 7.2238  -0.64
C 0.9031 1.6824 6.3561  -0.81
C 0.5606 1.2945 5.0647  0.10
N 1.6992 1.8205 1.4965  2.25
C -0.2757 2.7822 -2.3654  0.76
C -0.0056 3.4805 -3.5784  -0.51
H -0.8852 4.3452 -5.2510  0.48
H -3.2732 4.0476 -4.5956  0.34
H -3.6763 2.7776 -2.3968  0.41
H 4.4996 3.5313 -1.3125  0.48
H 6.8248 3.6713 -0.3246  0.40
H 7.3104 2.4305 1.7966  0.42
H 5.4604 1.6523 3.2435  0.56
H -4.7839 3.2870 2.1617  0.52
H -4.6328 5.4314 3.4651  0.41
H -2.3616 6.3342 4.1679  0.32
H -0.3286 5.1317 3.4655  0.55
H -2.8372 1.8028 5.1292  0.61
H -2.1924 2.3738 7.5325  0.43
H 0.1532 2.4038 8.2045  0.37
H 1.9359 1.6033 6.7190  0.43
H 1.0633 3.7092 -3.8567  0.37
C 1.2470 -3.7253 1.2711  -1.13
N 0.9111 -2.6304 2.1191  0.80
C 1.9818 -2.4267 3.0940  -1.21
C -0.3335 -2.9249 2.7944  -0.81
C -1.4750 -2.9062 1.8228  0.14
C -2.3138 -4.0395 1.6809  -0.96
C -3.2361 -4.0103 0.6657  -0.92
C -3.3636 -2.8683 -0.1236  -0.87
C -2.5179 -1.8045 -0.0133  -0.66
C -1.4954 -1.8008 0.9740  1.36
H 1.3584 -4.6540 1.8262  0.29
H 2.1642 -3.5104 0.6894  0.19
H 0.4255 -3.8571 0.5672  0.26
H 2.1085 -3.3298 3.7035  0.42
H 1.7669 -1.6306 3.7509  0.36
H 2.9365 -2.1883 2.6382  0.22
H -0.5002 -2.1573 3.5387  0.20
H -0.3487 -3.9434 3.2888  0.41
H -2.1930 -4.9223 2.3521  0.26
H -3.8155 -4.8670 0.4006  0.46
H -4.0868 -2.9199 -0.9313  0.51
H -2.5931 -0.9161 -0.6419  0.48
N 0.7781 -1.0217 -2.6304  -0.54
N 0.1477 -1.3481 -1.4188  0.57
H 1.6645 -1.4496 -2.6624  0.24
H 0.9394 -0.0045 -2.6752  -0.05
H 0.2716 -2.3674 -1.2483  0.03
H -0.8267 -1.2950 -1.6207  -0.32
F 5.0372 0.4284 -0.8875  -0.10
C 4.5477 -0.6406 -1.4563  0.73
F 3.9985 -0.2429 -2.6735  -0.29
F 5.6001 -1.4382 -1.6649  -0.29
C 3.2950 -1.3456 -0.8184  -0.53
O 3.0499 -2.4905 -1.1924  -0.54
O 2.7003 -0.6190 0.0635  0.08
Te -3.8678 -2.6944 -4.3809  0.37
C -2.3716 -4.0292 -3.6344  0.07
C -1.0626 -3.9241 -4.0094  0.27
C -0.1423 -4.8369 -3.4780  -0.56
C -0.5171 -5.8657 -2.6326  -0.68
C -1.8525 -5.9502 -2.2549  -0.53
C -2.7478 -5.0411 -2.7432  -0.44
C -2.4833 -1.5979 -5.5371  -1.00
C -1.8891 -2.1398 -6.6938  -0.25
C -0.7196 -1.6026 -7.2483  -0.45
C -0.1262 -0.4837 -6.6836  -0.72
C -0.6572 -0.0087 -5.5350  -0.10
C -1.8033 -0.5061 -4.9275  0.59
H -0.6965 -3.1803 -4.6635  0.16
H 0.9079 -4.7199 -3.7329  0.37
H 0.2171 -6.6028 -2.3608  0.42
H -2.1821 -6.7458 -1.6288  0.42
H -3.8318 -5.0847 -2.5294  0.35
H -2.3422 -3.0402 -7.1369  0.33
H -0.3235 -2.0409 -8.1375  0.39
H 0.7073 -0.0024 -7.1479  0.47
H -0.2251 0.8859 -5.0979  0.25
H -2.0531 -0.1711 -3.9156  0.27

Calculated values
⟨S²⟩ ... 3.752
Multiplicity ... 4
DFT total energy ... -121269.9170 eV
Total charge ... -1
Maximum force ... 2.8 eV/A